No. 1
52
Properties=species:S:1:pos:R:3:forces:R:3 method="wB97M-V/def2-TZVPD" homo_lumo_gap_ev=8.15 de_lowest_ev=0.000 lumo_energy_ha=-0.0628 energy_ev=-46292.976 homo_ev=-9.86
C 0.687810 -3.328961 0.059117 -1.10 -0.24 -0.33
C -0.385607 -3.588038 -0.699556 0.76 0.64 0.46
C -0.496357 -2.852942 -2.010077 -0.40 -0.41 1.00
O -1.894767 -2.749139 -2.374980 0.03 0.25 -0.25
S -2.272771 -1.602395 -3.468627 -0.35 0.65 0.44
O -1.019101 -1.049240 -3.916637 0.51 -0.03 -0.44
O -2.912171 -0.423265 -2.514819 0.11 -1.06 0.16
C -2.467744 -0.288434 -1.143913 -0.31 0.79 0.09
C -3.538400 -0.691166 -0.152351 0.30 -0.79 0.05
C -3.807150 -2.195105 -0.004683 -0.54 0.41 0.06
C -4.825736 -2.707975 -1.012722 -0.20 -0.39 0.06
C -4.922736 -4.225053 -1.048959 0.24 0.03 -0.34
H 0.943948 -3.909461 0.930689 -0.14 0.07 0.23
H 1.274881 -2.463996 -0.187557 0.62 -0.03 -0.12
H -1.175126 -4.250956 -0.379541 0.12 -0.53 -0.30
H -0.058754 -1.876876 -1.854368 0.22 0.19 -0.41
H 0.044874 -3.405580 -2.768856 -0.03 0.08 -0.35
H -1.513801 -0.772635 -0.960509 0.00 -0.27 -0.07
H -2.294846 0.777900 -1.009463 0.10 0.18 -0.14
H -3.227959 -0.318660 0.822117 0.08 0.26 0.08
H -4.471801 -0.202761 -0.418067 -0.12 0.24 -0.01
H -2.894171 -2.780938 0.001340 0.20 0.01 -0.18
H -4.260209 -2.333396 0.976837 0.04 -0.14 0.20
H -4.633934 -2.349588 -2.020107 0.15 0.13 -0.10
H -5.799985 -2.306863 -0.735393 -0.13 0.19 0.00
H -5.061944 -4.665809 -0.065749 -0.01 0.00 0.18
H -4.013218 -4.628874 -1.490924 0.16 -0.15 0.11
H -5.735898 -4.552961 -1.689177 -0.22 -0.04 -0.03
C 0.871068 1.881067 -1.713898 -0.01 0.02 -0.05
C 0.493392 3.154458 -1.636922 0.01 -0.04 0.00
C 0.248157 3.807584 -0.325101 0.00 -0.01 -0.02
O -0.096351 4.966230 -0.253995 0.00 0.03 0.01
C 0.440245 2.984590 0.897189 -0.02 0.00 0.03
C 0.816611 1.711411 0.819066 -0.02 -0.02 0.04
C 1.063385 1.063512 -0.490869 -0.06 0.05 -0.09
O 1.409657 -0.098203 -0.564801 0.02 -0.05 0.04
H 1.051534 1.382250 -2.658390 -0.03 -0.04 0.02
H 0.346440 3.770319 -2.514894 -0.01 0.03 0.02
H 0.258471 3.476592 1.844133 0.02 0.02 -0.01
H 0.961295 1.096221 1.698608 0.02 0.00 0.00
C 6.144336 3.755270 3.689852 -0.04 0.01 0.03
C 4.874017 3.668192 4.074214 0.05 0.02 0.01
C 3.868499 2.952425 3.250759 -0.01 0.01 0.01
O 2.709698 2.874490 3.601176 -0.04 -0.02 -0.03
C 4.333981 2.336836 1.983312 0.03 -0.02 -0.03
C 5.603789 2.422698 1.597738 -0.04 -0.01 0.00
C 6.610989 3.138894 2.421662 0.01 0.00 0.00
O 7.767832 3.216641 2.073201 0.02 0.00 -0.01
H 6.893987 4.272825 4.274511 0.03 -0.01 -0.02
H 4.513645 4.109363 4.994657 -0.04 -0.01 -0.01
H 3.584876 1.818570 1.398612 -0.01 0.00 0.02
H 5.963122 1.980931 0.677117 0.03 0.01 0.01


No. 2
79
Properties=species:S:1:pos:R:3:forces:R:3 method="wB97M-V/def2-TZVPD" homo_lumo_gap_ev="5.89 / 5.88" de_lowest_ev=1.389 charge=-2 multiplicity=3 lumo_energy_ha="0.1343 / 0.1343" energy_ev=-110597.443 s_squared=2.004 homo_ev="-2.23 / -2.23"
Pt -0.559887 0.324337 1.090133 0.89 0.29 -0.15
C -7.929801 1.550368 3.511030 0.11 0.01 -0.03
C -6.563014 1.932790 3.015006 -0.03 0.06 0.02
C -5.851062 1.117194 2.141662 0.07 0.08 -0.02
C -4.628026 1.523964 1.627311 -0.02 -0.13 0.01
C -4.115118 2.749954 2.002930 0.48 0.26 -0.24
C -4.791762 3.558500 2.896613 0.08 0.15 0.07
C -6.010422 3.148658 3.405576 0.03 -0.10 -0.09
S -2.612895 3.369914 1.222736 -0.45 0.45 0.26
O -2.861769 3.301229 -0.189180 0.29 -0.55 0.00
O -2.423154 4.709715 1.756375 0.14 -0.51 0.07
N -1.454432 2.336530 1.656969 -0.95 0.03 -1.36
C -0.703164 2.460816 2.748490 0.63 0.62 1.42
C -0.856329 3.404747 3.789178 0.03 0.05 0.03
C -0.029733 3.337555 4.881970 0.07 -0.24 -0.15
C 0.966740 2.360421 4.938041 0.04 0.05 -0.02
C 1.079810 1.487510 3.872133 0.19 0.02 0.39
N 0.270617 1.521760 2.827080 -0.56 0.20 -0.44
H -8.184222 0.539382 3.205458 -0.07 -0.10 0.01
H -8.680207 2.233236 3.108134 -0.07 -0.03 0.01
H -7.974841 1.611752 4.597444 -0.07 -0.04 0.09
H -6.251497 0.156897 1.848158 -0.04 -0.08 -0.02
H -4.075988 0.905461 0.934118 0.00 -0.12 -0.08
H -4.358638 4.512717 3.155734 0.00 0.09 0.06
H -6.545949 3.786389 4.097753 -0.06 0.04 0.04
H -1.612205 4.164541 3.690410 -0.01 0.02 0.08
H -0.154196 4.037379 5.700108 0.01 0.03 -0.02
H 1.633166 2.300192 5.784682 0.11 -0.09 -0.01
H 1.849756 0.726949 3.851997 -0.01 -0.09 0.00
O -1.386784 -2.739010 0.620669 -0.99 0.52 -0.22
S -2.426442 -1.599108 1.120202 -1.73 -2.09 0.07
O -3.696512 -2.265563 1.218476 0.18 -0.02 -0.05
O -1.941053 -1.079335 2.399980 0.40 0.17 0.25
O -2.410711 -0.591602 0.063945 0.38 0.51 -0.47
C 3.552269 -4.784519 -6.268521 0.16 -0.01 0.13
C 2.557722 -4.334171 -5.220991 0.29 0.08 0.81
S 3.436957 -4.124230 -3.618926 -0.42 0.08 -0.50
O 4.221777 -2.917010 -3.711189 -0.19 0.41 -0.01
O 4.175395 -5.335283 -3.372497 -0.24 -0.45 0.20
C 2.118573 -3.889099 -2.395198 0.56 -0.20 -0.43
C 2.737795 -3.686220 -1.013208 0.52 -0.15 -0.08
N 1.782663 -3.140438 -0.089024 0.14 0.13 -0.08
C 1.646299 -1.841387 0.246308 0.21 -0.21 0.23
N 0.642215 -1.593523 1.044901 -0.14 0.40 -0.43
C -0.109128 -2.820602 1.233065 0.72 -0.85 0.77
C 0.734544 -3.856192 0.540633 -0.72 0.46 0.38
N 0.657465 -5.170671 0.665605 -0.09 0.46 0.17
O 1.459621 -5.916458 0.022455 0.39 -0.35 -0.27
O -0.219158 -5.665911 1.413791 -0.32 -0.09 0.17
C 2.649804 -0.813151 -0.128972 -0.14 0.08 -0.06
H 3.075457 -4.923083 -7.237882 -0.07 0.03 0.01
H 4.003551 -5.722299 -5.956025 0.07 -0.09 -0.07
H 4.340773 -4.043134 -6.365056 0.12 0.05 -0.11
H 1.781835 -5.074340 -5.053471 -0.17 -0.06 0.05
H 2.121261 -3.368763 -5.455216 -0.14 0.11 0.04
H 1.495952 -4.779195 -2.391258 -0.13 -0.11 -0.04
H 1.559385 -3.010024 -2.706862 -0.07 0.08 -0.11
H 3.587128 -3.004922 -1.102170 -0.08 0.00 0.13
H 3.057796 -4.662257 -0.636222 0.04 0.35 -0.13
H -0.275143 -3.022697 2.302525 0.05 0.01 -0.30
H 3.637863 -1.109930 0.225750 0.02 0.03 -0.02
H 2.352894 0.119189 0.345415 0.14 0.05 -0.01
H 2.694177 -0.668038 -1.207825 0.04 0.03 -0.05
O 3.569334 3.579171 0.578753 -0.24 -0.28 -0.07
S 2.392624 3.756468 -0.244568 0.76 0.25 -0.28
O 1.904729 5.111488 -0.315760 -0.29 -0.25 -0.05
N 1.248372 2.653779 0.086387 0.51 0.98 0.49
C 0.997586 1.888951 -0.943099 0.16 -0.17 -0.67
O 0.195491 0.935935 -0.974945 -0.15 -0.21 0.31
C 1.856999 2.156370 -2.146249 0.15 -0.05 -0.41
C 1.864421 1.456131 -3.342660 -0.01 0.17 0.26
C 2.808234 1.804762 -4.297221 -0.05 -0.11 -0.14
C 3.708769 2.835349 -4.069662 0.02 0.14 0.13
C 3.688301 3.540258 -2.871156 0.15 0.18 0.05
C 2.761854 3.175823 -1.923049 -0.71 -0.26 0.60
H 1.147745 0.665808 -3.498571 -0.07 -0.14 -0.04
H 2.854893 1.264238 -5.231771 -0.03 -0.05 -0.08
H 4.432941 3.092143 -4.830834 0.05 0.01 -0.03
H 4.379689 4.345444 -2.676853 0.12 0.09 -0.02


No. 3
24
Properties=species:S:1:pos:R:3:forces:R:3 method="wB97M-V/def2-TZVPD" homo_lumo_gap_ev=10.90 de_lowest_ev=4.075 smiles=O.O.O.O.O.O.O.O lumo_energy_ha=0.0043 energy_ev=-16637.935 homo_ev=-10.79
O 1.952167 2.545583 1.045917 -3.52 2.41 -2.65
H 1.182167 3.273583 0.681917 3.60 -2.94 1.13
H 2.072167 1.957583 0.213917 0.11 1.13 1.40
O -0.409833 -0.872417 2.467917 -1.22 -2.20 -1.62
H 0.282167 -0.976417 3.072917 1.64 -0.19 1.35
H -0.576833 0.043583 2.391917 -0.32 2.18 0.18
O -3.124833 -2.980417 -0.440083 0.75 4.83 -1.56
H -2.362833 -2.535417 -0.983083 -1.90 -2.47 1.56
H -3.190833 -3.861417 -0.196083 0.92 -2.42 0.05
O -0.253833 1.773583 -1.805083 2.95 2.04 -1.29
H -1.113833 2.035583 -1.945083 -2.97 1.24 -0.68
H -0.346833 0.992583 -1.353083 0.04 -3.31 2.13
O 2.755167 0.929583 -1.034083 -2.16 -1.34 1.88
H 2.979167 1.172583 -1.899083 0.33 0.66 -1.93
H 1.831167 0.506583 -1.059083 1.80 0.41 0.11
O 0.570167 -0.558417 -0.168083 -1.83 -0.79 3.19
H 0.159167 -0.666417 0.865917 1.60 0.31 -3.25
H 0.207167 -1.365417 -0.584083 0.18 0.59 0.07
O -0.767833 -2.406417 -1.821083 0.22 2.48 -2.01
H -0.450833 -3.244417 -1.636083 0.77 -2.98 1.01
H -0.284833 -2.227417 -2.664083 -0.81 0.31 0.77
O -0.616833 1.708583 2.160917 1.98 4.02 -0.64
H -0.526833 2.319583 2.901917 -1.33 -0.87 1.88
H 0.036167 2.435583 1.784917 -0.81 -3.12 -1.09


No. 4
104
Properties=species:S:1:pos:R:3:forces:R:3 method="wB97M-V/def2-TZVPD" homo_lumo_gap_ev=5.77 charge=+1 lumo_energy_ha=-0.1799 energy_ev=-72707.512 homo_ev=-10.66
O -1.835912 -0.338371 3.330334 0.80 -0.50 -0.50
C -0.677904 -0.454366 3.042757 -1.24 -0.08 0.34
O 0.090388 -1.397345 3.723252 0.24 1.75 -0.94
C -0.129779 0.446877 1.880546 1.05 -0.03 -0.05
C -0.069136 -0.297716 0.503124 -0.44 -2.00 0.15
C -0.458507 -1.715318 0.426684 0.59 0.45 -2.45
C -0.371685 -2.455669 -0.854408 0.81 2.64 0.26
C -0.743179 -3.976113 -0.945593 0.82 -0.44 -0.12
O -1.600795 -4.498719 -0.305395 0.10 0.95 -0.22
O 0.016858 -4.714089 -1.835497 0.13 1.23 0.97
C 0.113761 -1.712160 -2.034929 -0.41 0.40 2.65
C 0.473290 -0.322622 -1.861105 -0.59 -1.80 -0.42
N 0.382387 0.352519 -0.646236 -0.60 -1.65 -0.47
C 0.831796 1.765310 -0.658331 0.91 1.09 0.10
C -0.280082 2.797310 -0.211920 0.10 0.07 0.67
O -1.376373 2.863809 -0.641999 0.72 -0.40 -0.09
Cl 0.200663 3.953599 1.145928 0.04 -0.99 -1.02
H 0.926655 -0.967085 3.991717 -0.20 -0.50 -0.23
H 0.901835 0.805526 2.186585 -0.93 -0.30 -0.64
H -0.790247 1.360268 1.843370 0.56 -1.11 0.01
H -0.831926 -2.299541 1.298263 0.38 0.87 -0.61
H 0.976503 -4.545882 -1.673880 -0.45 -0.16 -0.24
H 0.182737 -2.255031 -3.005800 0.08 0.88 0.80
H 0.844346 0.224123 -2.769330 -0.41 -0.32 1.22
H 1.127256 2.043110 -1.712062 -0.40 -0.26 1.14
H 1.781949 1.876888 -0.061161 -1.21 -0.09 -0.41
C 1.834500 -2.143657 -6.930860 0.00 -0.28 0.25
C 0.645061 -1.448780 -7.565833 -0.01 0.17 -0.26
C 0.207034 -0.502993 -6.461031 -0.16 0.03 0.12
O 1.387849 -0.152193 -5.721927 -0.07 -0.19 0.10
C 2.459983 -1.022212 -6.120356 0.20 0.20 -0.15
H 2.523419 -2.581745 -7.652549 -0.02 0.01 0.06
H 1.488069 -2.938431 -6.262994 0.06 -0.05 -0.10
H 0.972283 -0.878096 -8.439525 -0.07 -0.01 0.03
H -0.145803 -2.129492 -7.880637 0.03 0.03 0.04
H -0.488392 -0.994262 -5.770510 -0.10 -0.02 -0.08
H -0.266443 0.401987 -6.845555 0.07 0.02 0.11
H 3.160075 -0.437239 -6.725415 0.05 -0.06 0.03
H 2.985934 -1.386111 -5.234771 -0.04 0.09 0.03
C -4.468752 1.407315 5.616154 0.03 -0.36 0.04
C -4.630672 2.383346 6.766405 -0.21 0.31 -0.05
C -3.191728 2.772752 7.053523 0.19 -0.10 0.15
O -2.484547 2.689812 5.807900 -0.16 -0.10 0.01
C -3.312045 2.018755 4.847554 0.08 0.25 -0.18
H -5.367309 1.288961 5.010014 0.05 0.03 0.02
H -4.183725 0.423184 6.000900 -0.01 0.01 -0.08
H -5.195420 3.258470 6.433907 -0.01 -0.04 0.13
H -5.138296 1.960362 7.633540 0.04 0.03 -0.03
H -2.722071 2.073417 7.753775 -0.04 0.04 0.07
H -3.103010 3.782690 7.459023 0.08 -0.01 -0.08
H -3.665285 2.766925 4.127761 -0.08 -0.04 -0.04
H -2.723313 1.273568 4.313789 -0.07 0.21 0.16
C 5.483814 -4.666891 -0.413602 0.10 0.29 -0.14
C 4.876619 -4.776929 0.972229 0.06 -0.24 0.22
C 3.401467 -4.561792 0.688408 -0.22 0.12 0.05
O 3.155975 -5.064443 -0.633904 -0.06 0.24 0.01
C 4.417331 -5.314826 -1.276732 0.03 -0.31 -0.21
H 6.456290 -5.149633 -0.506720 -0.07 0.00 -0.01
H 5.597260 -3.613309 -0.686621 0.04 -0.06 -0.02
H 5.037776 -5.783197 1.368412 -0.03 0.07 0.03
H 5.280704 -4.060513 1.687555 -0.04 -0.03 -0.03
H 3.145973 -3.495249 0.695869 0.03 0.04 0.09
H 2.757205 -5.078835 1.402074 -0.05 -0.01 -0.12
H 4.556091 -6.399088 -1.331936 0.04 0.03 -0.04
H 4.397778 -4.914619 -2.292126 -0.11 -0.02 0.03
C 1.635226 -6.785281 -3.724551 -0.29 -0.05 0.40
C 1.488217 -7.878798 -4.765967 0.24 -0.15 -0.17
C 1.100634 -7.074924 -5.998713 -0.22 0.04 -0.07
O 1.720959 -5.785632 -5.860469 -0.08 -0.11 0.07
C 2.221442 -5.649736 -4.533021 0.33 0.05 -0.20
H 2.260518 -7.069441 -2.876831 -0.03 0.03 -0.01
H 0.651269 -6.500021 -3.344488 0.07 -0.07 0.00
H 2.451615 -8.372005 -4.924974 -0.07 -0.01 -0.03
H 0.755110 -8.642438 -4.506563 0.01 0.07 -0.02
H 0.017590 -6.922397 -6.047733 0.00 -0.09 -0.02
H 1.427723 -7.543082 -6.928395 0.04 0.14 0.01
H 3.314768 -5.715459 -4.576704 0.03 0.07 0.11
H 1.946873 -4.666918 -4.137561 0.01 0.07 -0.08
C -7.066051 7.501812 7.145422 -0.32 0.14 0.02
C -6.026957 7.254612 8.221475 0.34 0.09 0.02
C -6.257678 5.790793 8.550037 -0.17 -0.21 0.14
O -6.726575 5.164646 7.347913 0.04 0.31 0.02
C -7.059374 6.182864 6.394406 0.13 -0.18 -0.18
H -6.842408 8.356428 6.506361 -0.01 -0.05 0.01
H -8.045085 7.665489 7.605091 0.04 0.01 -0.05
H -5.023668 7.391190 7.806736 -0.03 0.00 0.05
H -6.128316 7.906798 9.089218 0.00 -0.05 -0.02
H -7.032312 5.672189 9.314768 0.07 0.03 0.07
H -5.350166 5.289809 8.893695 -0.06 -0.08 -0.06
H -6.291304 6.175400 5.612786 -0.05 0.07 -0.06
H -8.023625 5.954970 5.936658 0.05 -0.10 0.04
C 2.711771 6.121929 -2.227242 0.06 0.19 0.30
C 3.903613 5.526847 -2.958848 -0.01 -0.03 -0.31
C 3.973023 4.131538 -2.362614 0.30 -0.08 0.14
O 2.626393 3.765637 -2.019350 0.09 -0.14 0.04
C 1.791658 4.922594 -2.106513 -0.37 0.08 -0.34
H 2.249933 6.961126 -2.746636 0.00 -0.07 0.01
H 3.017791 6.461815 -1.233570 -0.05 0.01 -0.04
H 3.689156 5.466541 -4.029557 0.05 0.00 0.05
H 4.826645 6.090954 -2.827922 -0.04 -0.05 0.03
H 4.569332 4.120931 -1.444736 0.04 0.01 -0.04
H 4.388199 3.397114 -3.054890 -0.11 -0.04 0.05
H 1.160316 4.818380 -2.995855 -0.03 0.08 0.00
H 1.147170 4.967408 -1.230967 0.01 0.04 0.07